[1]
Below is a cluster of 8 separate species, C43H37Cl14NO2P2 in total at a distorted geometry, with properties calculated with the ωB97M-V functional and the def2-TZVPD basis.

**Frontier orbital gap**: 8.2006 eV
**2S+1**: 1
**SMILES string**: N=[PH2][PH3]COO.Clc1ccccc1Cl.Clc1ccccc1Cl.Clc1ccccc1Cl.Clc1ccccc1Cl.Clc1ccccc1Cl.Clc1ccccc1Cl.Clc1ccccc1Cl
**HOMO energy**: -8.2 eV
**Energy**: -244662.4949 eV
**LUMO**: -0.010 eV

Last column: Löwdin charge in e.
Element x y z (Å)
N -5.391 3.235 0.806  -0.3973
P -6.471 2.116 1.104  0.4762
P -5.476 0.159 1.772  0.6401
C -4.524 -1.425 2.219  -0.4027
O -3.331 -1.664 1.471  -0.2228
O -3.253 -0.807 0.331  -0.1005
H -4.440 2.919 0.982  -0.0895
H -7.244 1.845 -0.044  -0.0889
H -7.393 2.596 2.073  -0.0518
H -4.310 0.956 1.933  -0.0083
H -6.321 0.023 2.899  -0.0059
H -5.921 -0.453 0.571  -0.0576
H -5.206 -2.268 2.029  0.0716
H -4.270 -1.477 3.282  0.0850
H -3.904 -1.145 -0.307  0.0930
Cl 2.577 -1.126 4.120  0.6981
C 1.695 -0.211 2.944  -0.6704
C 2.337 0.838 2.305  -0.1121
C 1.666 1.587 1.354  -0.0891
C 0.349 1.285 1.038  -0.0650
C -0.296 0.240 1.679  -0.0947
C 0.375 -0.508 2.634  -0.6730
Cl -0.462 -1.803 3.421  0.6810
H 3.364 1.069 2.552  0.0939
H 2.174 2.403 0.860  0.0516
H -0.178 1.865 0.292  0.1096
H -1.321 0.003 1.437  0.0801
Cl 3.043 4.417 -0.940  0.6861
C 3.450 3.305 -2.203  -0.6789
C 2.944 3.529 -3.475  -0.1091
C 3.258 2.662 -4.508  -0.0735
C 4.081 1.567 -4.273  -0.1087
C 4.585 1.345 -3.006  -0.1213
C 4.269 2.210 -1.969  -0.6606
Cl 4.919 1.883 -0.398  0.7015
H 2.305 4.382 -3.654  0.1062
H 2.860 2.841 -5.497  0.1074
H 4.333 0.887 -5.077  0.0065
H 5.227 0.494 -2.818  0.0650
Cl -9.126 0.401 -1.600  0.6839
C -10.157 -0.069 -0.294  -0.6926
C -11.372 0.585 -0.154  -0.1072
C -12.240 0.234 0.864  -0.0741
C -11.897 -0.778 1.748  -0.0758
C -10.684 -1.430 1.614  -0.1108
C -9.810 -1.076 0.597  -0.6831
Cl -8.302 -1.928 0.490  0.6748
H -11.637 1.370 -0.849  0.1093
H -13.186 0.749 0.965  0.1093
H -12.573 -1.060 2.543  0.1088
H -10.411 -2.218 2.302  0.1072
Cl 5.763 -0.797 -5.587  0.7502
C 6.381 -2.363 -5.166  -0.6538
C 7.310 -2.951 -6.012  -0.1083
C 7.834 -4.195 -5.713  -0.0795
C 7.429 -4.857 -4.562  -0.0783
C 6.498 -4.272 -3.721  -0.1061
C 5.971 -3.025 -4.022  -0.6751
Cl 4.802 -2.341 -2.948  0.7081
H 7.623 -2.429 -6.906  0.1059
H 8.559 -4.647 -6.376  0.1069
H 7.836 -5.829 -4.319  0.1073
H 6.176 -4.784 -2.825  0.1072
Cl 10.967 2.060 2.638  0.6737
C 10.189 3.022 1.430  -0.6890
C 10.900 4.058 0.844  -0.1116
C 10.307 4.843 -0.130  -0.0836
C 8.999 4.593 -0.521  -0.0792
C 8.287 3.561 0.065  -0.1093
C 8.879 2.774 1.042  -0.6790
Cl 7.960 1.495 1.759  0.6603
H 11.918 4.248 1.152  0.1053
H 10.867 5.650 -0.583  0.1053
H 8.532 5.202 -1.283  0.1065
H 7.268 3.364 -0.235  0.0605
Cl 7.190 3.369 8.322  0.6697
C 6.344 2.009 7.670  -0.6887
C 5.985 2.027 6.330  -0.1054
C 5.312 0.951 5.778  -0.0808
C 4.997 -0.148 6.563  -0.0936
C 5.352 -0.167 7.901  -0.1069
C 6.025 0.911 8.457  -0.6896
Cl 6.446 0.852 10.134  0.6683
H 6.234 2.885 5.722  0.1064
H 5.034 0.969 4.733  0.0895
H 4.476 -0.990 6.133  0.0627
H 5.108 -1.020 8.517  0.1059
Cl -12.371 -5.129 -4.390  0.6746
C -10.756 -4.521 -4.289  -0.6876
C -9.813 -4.978 -5.197  -0.1101
C -8.513 -4.507 -5.146  -0.0820
C -8.152 -3.573 -4.184  -0.0783
C -9.090 -3.118 -3.275  -0.1126
C -10.393 -3.591 -3.325  -0.6743
Cl -11.536 -3.001 -2.169  0.6924
H -10.100 -5.704 -5.945  0.1059
H -7.782 -4.868 -5.857  0.1061
H -7.137 -3.200 -4.142  0.1064
H -8.813 -2.391 -2.524  0.0562

[2]
Below is a structure of composition C43H37Cl2N7O6V at a distorted geometry, with properties calculated with the ωB97M-V functional and the def2-TZVPD basis.

**Frontier orbital gap (alpha / beta)**: 3.6840 / 3.8137 eV
**Expectation value of S²**: 0.774
**2S+1**: 2
**HOMO energy (alpha / beta)**: -6.1 / -5.9 eV
**Energy**: -118639.4275 eV
**Energy relative to the best compared isomer or geometry (same formula, charge and spin)**: 0.0 kcal per mole
**LUMO (alpha / beta)**: -2.395 / -2.110 eV

Last column: Löwdin spin population.
Element x y z (Å)
V 0.202 -0.662 1.127  0.9727
Cl 1.996 -6.502 -1.673  0.0001
C 1.064 -5.308 -0.819  0.0016
C 1.755 -4.317 -0.121  0.0014
C 1.020 -3.329 0.503  0.0002
N 1.489 -2.209 1.213  -0.0133
C 2.702 -2.148 1.735  0.0027
O 3.616 -2.974 1.704  0.0100
C 2.906 -0.825 2.434  0.0028
C 4.105 -0.536 3.061  -0.0007
C 4.271 0.713 3.630  0.0036
C 3.244 1.637 3.522  -0.0010
C 2.082 1.274 2.863  0.0024
N 1.896 0.056 2.347  -0.0080
C -0.379 -3.362 0.478  0.0007
C -1.062 -4.371 -0.157  0.0009
C -0.321 -5.338 -0.839  0.0018
Cl -1.179 -6.571 -1.712  0.0002
N -0.932 -2.296 1.220  -0.0239
C -1.809 -2.539 2.196  0.0001
O -2.471 -3.540 2.432  0.0036
C -1.947 -1.286 3.046  0.0109
C -3.154 -1.056 3.846  -0.0005
C -3.470 0.168 4.278  0.0079
C -2.617 1.357 3.981  0.0002
C -1.341 0.958 3.205  -0.0015
N -1.025 -0.418 2.871  -0.0144
H 2.833 -4.331 -0.080  0.0001
H 4.869 -1.301 3.075  -0.0001
H 5.194 0.971 4.133  0.0002
H 3.334 2.637 3.922  -0.0002
H 1.287 1.989 2.703  0.0000
H -2.140 -4.411 -0.151  0.0000
H -3.770 -1.923 4.038  -0.0001
H -4.365 0.323 4.869  0.0003
H -2.447 1.954 4.876  0.0001
H -0.450 1.467 3.564  -0.0001
O -3.934 5.775 3.576  -0.0001
C -3.855 4.420 3.640  -0.0004
O -4.566 3.830 4.417  -0.0006
C -2.909 3.711 2.763  -0.0019
C -2.007 4.299 1.942  -0.0002
C -1.053 3.655 1.070  -0.0032
C -0.942 2.283 1.096  -0.0014
C -1.942 1.549 1.929  -0.0007
C -3.065 2.221 2.743  0.0004
N 0.014 1.454 0.626  -0.0211
C 0.782 1.931 -0.478  0.0038
C 2.132 1.260 -0.553  -0.0002
C 3.318 1.936 -0.778  0.0004
C 4.474 1.192 -0.979  0.0003
C 4.394 -0.191 -0.971  0.0003
C 3.163 -0.780 -0.717  -0.0003
N 2.063 -0.071 -0.495  -0.0055
H -3.382 6.098 2.857  0.0000
H -1.940 5.385 1.939  0.0000
H -0.389 4.288 0.499  -0.0002
H -2.344 0.734 1.332  0.0004
H -4.072 1.946 2.418  -0.0001
H 0.882 3.018 -0.485  -0.0005
H 3.329 3.018 -0.800  0.0000
H 5.420 1.687 -1.155  0.0000
H 5.261 -0.812 -1.143  0.0000
H 3.045 -1.855 -0.695  0.0001
C 2.385 -2.991 -3.909  0.0000
N 1.048 -2.527 -4.229  0.0000
C 0.630 -2.551 -5.617  0.0000
C 0.231 -2.105 -3.228  0.0000
C -1.189 -1.745 -3.606  0.0001
O 0.606 -2.020 -2.068  0.0003
H 2.557 -3.971 -4.357  0.0000
H 2.474 -3.078 -2.830  0.0000
H 3.145 -2.297 -4.278  0.0000
H 1.500 -2.772 -6.232  0.0000
H 0.232 -1.588 -5.941  0.0000
H -0.120 -3.322 -5.812  0.0000
H -1.683 -2.565 -4.125  0.0000
H -1.217 -0.874 -4.264  0.0001
H -1.721 -1.518 -2.685  0.0000
C -3.606 0.453 -1.115  -0.0007
C -2.102 0.475 -1.150  -0.0055
O -1.508 -0.407 -0.567  0.0131
C -1.387 1.538 -1.851  0.0197
C -2.062 2.588 -2.466  -0.0049
C -1.390 3.485 -3.272  0.0241
C -0.008 3.286 -3.576  0.0001
C 0.679 2.295 -2.974  0.0158
C 0.085 1.479 -1.896  0.0054
H -3.922 -0.469 -0.638  0.0000
H -4.042 0.514 -2.114  -0.0003
H -3.988 1.302 -0.542  -0.0005
H -3.132 2.685 -2.330  -0.0009
H -1.924 4.298 -3.743  0.0016
H 0.466 3.917 -4.315  -0.0005
H 1.720 2.125 -3.223  0.0010
H 0.383 0.426 -1.965  0.0016